(1)
49
Properties=species:S:1:pos:R:3:forces:R:3 method="wB97M-V/def2-TZVPD" e_above_lowest_ev=0.000 mol_weight_g_mol=433.36 homo_lumo_gap_ev=4.2
I 0.1500 -0.4063 4.1371 0.0 0.0 0.1
S -0.0900 1.4877 0.7180 0.0 0.1 -0.1
O 2.9882 0.7119 -3.0889 -0.1 0.1 0.0
O -2.6269 0.5840 0.4207 -0.1 0.1 -0.2
O -4.5786 -1.3422 0.9008 0.2 -0.2 -0.1
N -0.2970 -1.1793 -1.4641 -0.2 0.6 0.4
N -1.3534 0.9385 -1.5974 0.4 -0.1 0.3
N 0.7007 0.5708 -2.6544 -0.2 -0.1 -0.3
C -0.5958 -1.7804 0.9923 0.2 -0.1 0.0
C -1.1245 -1.0204 -0.2049 -0.4 -0.4 -0.2
C 1.9447 -0.1772 -2.9593 0.0 -0.1 0.1
C -1.4191 0.5041 -0.1248 0.1 -0.1 0.1
C 0.8665 -1.5842 1.4098 0.1 0.0 -0.1
C -3.3867 1.7897 0.5449 -0.1 0.2 0.0
C -0.2994 0.1030 -1.9890 0.0 0.0 -0.2
C 4.6761 -0.8925 -1.3299 0.0 0.0 0.1
C 4.6984 0.6348 -1.3017 -0.2 -0.1 -0.1
C 3.4346 1.2939 -1.8471 0.1 0.1 0.2
C -3.5110 0.9398 2.9478 -0.1 0.0 0.0
C -4.2199 1.6753 1.8133 0.0 0.0 0.3
C 1.1024 -1.8399 2.8888 0.2 -0.2 -0.2
H -0.2032 2.5434 -0.0988 -0.1 0.1 0.0
H 2.1618 -1.7912 3.1267 0.0 0.0 0.0
H 2.6302 1.2631 -1.1018 0.0 -0.1 -0.1
H 3.9572 -1.2953 -0.6100 0.0 0.0 -0.1
H 3.6311 2.3444 -2.0672 0.0 0.0 0.0
H 0.7377 -2.8241 3.1783 -0.1 0.1 0.1
H -3.2026 -0.0453 2.5963 -0.1 0.0 0.0
H 1.4795 -2.3192 0.8736 0.0 0.1 -0.1
H -1.3075 -1.5839 1.8022 0.1 0.1 0.0
H -4.0464 -1.1252 0.1282 -0.2 0.0 -0.1
H -5.1281 1.1250 1.5679 0.1 0.0 0.0
H 2.0639 -0.9015 -2.1485 0.0 0.0 0.0
H -2.2163 0.5673 -2.0088 0.0 0.1 0.0
H 0.6464 1.5462 -2.9288 0.0 -0.1 -0.1
H 1.2555 -0.5991 1.1444 0.0 -0.1 0.0
H 4.7924 0.9655 -0.2634 0.2 0.1 -0.1
H 4.4297 -1.2757 -2.3214 0.1 0.0 0.0
H -2.1190 -1.4445 -0.3824 0.0 0.1 0.0
H -0.7192 -2.8388 0.7450 -0.2 0.0 0.1
H -2.6647 1.5122 3.3452 0.0 -0.1 -0.1
H 5.6549 -1.2870 -1.0566 0.0 0.0 0.0
H 1.8099 -0.7072 -3.9029 0.1 0.1 0.0
H -4.2194 0.7701 3.7607 0.0 0.1 0.0
H -4.0525 1.8381 -0.3227 0.1 0.1 0.0
H 5.5645 1.0028 -1.8557 0.0 0.0 0.0
H -2.7353 2.6717 0.5277 0.1 -0.2 0.2
H -4.4706 2.6852 2.1580 -0.1 0.0 -0.2
H -0.7891 -1.8080 -2.0971 0.5 -0.2 0.0

(2)
24
Properties=species:S:1:pos:R:3:forces:R:3 method="wB97M-V/def2-TZVPD" e_above_lowest_ev=0.111 mol_weight_g_mol=166.73 smiles=CCN[Si@@](Cl)(CC)NC homo_lumo_gap_ev=9.6
Cl -1.0396 2.1534 -0.0980 -0.2 -0.5 0.4
Si -0.7559 0.1117 0.2849 2.4 -1.0 1.5
N -1.5481 -0.5165 1.6991 -0.3 -0.2 0.0
N 1.0030 -0.2522 0.8925 -1.5 0.4 -0.8
C -1.1147 -0.7549 -1.3811 -1.3 1.5 0.1
C 2.1912 -0.3151 0.0433 -0.5 -1.3 -1.6
C -0.5719 -0.0180 -2.6222 0.4 0.6 -2.7
C 3.0065 0.9364 -0.1503 0.4 1.5 0.9
C -2.6939 -0.0766 2.5317 -1.3 -0.1 -5.0
H 1.8246 -0.6281 -0.9751 0.2 0.2 0.9
H 2.4728 1.8678 0.1241 -0.3 -0.5 -0.8
H -0.6402 -1.6987 -1.2602 0.6 -1.0 -0.1
H 3.4429 1.0139 -1.1610 -0.1 0.0 0.5
H -2.3690 0.5437 3.2617 0.9 1.9 2.6
H -1.0784 -1.3398 2.0732 0.0 0.5 -0.2
H -0.9967 1.0058 -2.9734 0.6 -1.5 1.6
H 2.9107 -1.1377 0.3078 -0.8 0.5 0.2
H 3.7935 0.9996 0.6071 0.4 -0.3 -0.3
H -3.2920 -0.9012 2.9251 0.1 0.1 -0.2
H -3.3274 0.5863 1.7824 0.7 -1.4 1.8
H -2.2302 -1.0013 -1.5054 1.5 0.6 0.4
H -0.7709 -0.5759 -3.5785 -0.1 -0.1 1.0
H 1.2306 -0.0475 1.8745 -0.5 0.0 -0.7
H 0.5531 0.0450 -2.7019 -1.1 0.2 0.7

(3)
23
Properties=species:S:1:pos:R:3:forces:R:3 method="wB97M-V/def2-TZVPD" e_above_lowest_ev=0.098 total_charge=+4 multiplicity=3 mol_weight_g_mol=462.94 homo_lumo_gap_ev="3.4 / 3.4" s2=2.00
Tm 0.7538 0.8724 -0.4995 -0.6 -1.0 0.6
Sc -0.6996 0.3772 -3.9682 -2.7 -0.3 3.3
Cl -0.4195 2.3541 -2.2803 -0.1 -1.1 -1.0
Cl 0.0596 -1.1446 -2.0731 -0.3 0.9 -1.1
O 1.6182 1.9647 -5.6210 -5.4 -2.6 2.6
O 2.8325 3.4688 0.7067 -3.3 -4.6 -1.9
O 1.5689 -1.6373 -5.2774 -5.4 2.9 1.2
N 1.2479 -1.7165 1.4431 -0.4 0.2 -0.2
N -0.2193 0.0338 1.2181 -0.1 0.3 -0.4
C 0.5928 -1.0684 -5.0023 6.4 -4.3 -2.1
C -1.8060 -0.8012 3.3092 0.7 -0.6 0.1
C -1.3132 0.7880 1.5693 -0.2 -0.9 0.9
C 2.1962 2.5774 0.3293 4.3 5.8 2.5
C -2.1069 0.3796 2.6216 -0.4 1.3 -0.8
C 0.0901 -1.1057 1.8918 0.4 0.0 -0.5
C -0.6868 -1.5502 2.9530 -0.1 0.1 0.1
C 0.6797 1.4830 -5.1276 7.2 4.4 -4.2
H -1.4719 1.6932 0.9695 -0.3 0.0 0.3
H 1.3867 -1.7784 0.4298 -0.1 -0.5 0.7
H -2.4436 -1.1316 4.1286 0.1 0.1 -0.2
H 1.4970 -2.5684 1.9292 0.3 -0.1 -0.1
H -0.3926 -2.4793 3.4417 -0.3 0.3 0.1
H -2.9638 0.9894 2.9085 0.2 -0.2 0.0

(4)
7
Properties=species:S:1:pos:R:3:forces:R:3 method="wB97M-V/def2-TZVPD" e_above_lowest_ev=1.123 mol_weight_g_mol=78.50 smiles="C=C=O.Cl" homo_lumo_gap_ev=10.3
Cl 3.5645 -0.2319 0.1047 2.0 1.7 1.1
O -0.5127 -2.1370 -0.1144 -0.2 -0.4 0.3
C -0.9268 -1.0752 0.0902 1.5 -1.6 -0.9
C -1.2707 0.1507 0.1609 -1.9 2.1 0.8
H 2.6990 -0.9375 -0.3517 -2.1 -1.7 -1.1
H -2.3443 0.3261 0.3260 0.6 0.1 -0.2
H -0.5601 0.9527 0.2885 0.0 -0.1 -0.1

(5)
16
Properties=species:S:1:pos:R:3:forces:R:3 method="wB97M-V/def2-TZVPD" e_above_lowest_ev=2.395 mol_weight_g_mol=128.20 smiles="C[C@]1(O)C=C[C@@H]2S[C@@H]21" homo_lumo_gap_ev=9.5
S 1.9841 -0.6991 -0.0760 -1.8 0.7 -0.7
O -1.9152 -0.0001 1.1834 -0.5 -0.1 0.1
C -1.4563 -1.3420 -0.8330 0.6 -1.4 -2.4
C -1.0160 -0.2369 0.0700 -2.4 0.9 0.6
C 1.1198 0.9092 0.2792 0.5 0.4 2.3
C 0.3214 -0.2968 0.6888 3.3 -0.3 2.4
C 0.1748 1.6809 -0.5433 1.0 0.8 -2.3
C -0.9748 1.0025 -0.7464 0.5 1.3 -1.3
H -1.9363 0.9422 1.4443 0.3 -0.7 -0.5
H -2.3094 -1.1582 -1.6369 1.7 0.3 2.0
H -1.7762 1.1315 -1.5177 0.8 0.5 1.0
H -0.4310 -1.3002 -1.4121 -2.1 -1.4 0.3
H 0.3548 -0.5282 1.7690 -0.3 -0.1 -0.8
H 0.6222 2.6275 -1.0000 -1.4 -1.3 0.4
H 1.7619 1.5233 0.9902 -1.1 -1.0 -0.7
H -1.7226 -2.3529 -0.3794 0.9 1.4 -0.3

(6)
57
Properties=species:S:1:pos:R:3:forces:R:3 method="wB97M-V/def2-TZVPD" e_above_lowest_ev=0.113 total_charge=+3 mol_weight_g_mol=523.37 homo_lumo_gap_ev=8.9
As 0.4407 2.0456 -0.6444 -0.2 0.1 0.1
As -2.0264 -0.1210 -0.3920 -0.1 -0.1 0.1
S 0.5004 -4.8008 0.4009 0.0 0.0 0.0
Al 0.3266 -0.3750 0.4997 0.4 0.4 -0.2
N 0.0780 0.0842 2.4115 -0.1 -0.1 0.1
N 2.3469 -0.1617 0.9354 -0.1 0.0 0.3
N 0.6440 -2.2558 0.1683 -0.2 -0.1 -0.1
N -0.8455 -2.8966 1.8875 0.1 -0.1 0.0
C 1.3658 0.5332 3.0387 0.0 -0.1 -0.1
C 1.5196 -2.7698 -0.8009 -0.1 0.0 -0.1
C 3.1467 -4.1243 -2.5793 0.0 0.0 0.0
C 0.0404 -3.2248 0.8392 0.2 0.0 0.1
C 2.4046 -4.8612 -1.6790 0.0 0.0 -0.1
C 2.4727 -0.3001 2.4207 0.0 0.0 0.0
C 1.6795 3.3012 0.1714 0.0 0.0 0.0
C 1.5854 -4.1637 -0.7955 0.0 0.0 0.1
C -1.3037 2.6506 -0.0648 0.0 0.0 0.0
C -2.3516 1.7238 0.0595 0.0 0.0 -0.1
C 0.5693 2.5255 -2.5206 0.1 -0.1 0.0
C 3.0538 -2.7268 -2.6217 0.0 0.1 0.0
C -2.1092 -0.2891 -2.3207 0.0 0.0 0.0
C -3.8293 3.4886 0.7636 0.0 0.0 0.0
C 2.2399 -2.0364 -1.7464 0.0 0.0 0.0
C -3.6083 2.1471 0.4785 0.0 0.0 0.0
C -3.5588 -1.1350 0.2106 0.0 0.1 0.0
C -1.5392 3.9920 0.2189 0.0 0.0 0.0
C -2.7988 4.4092 0.6299 0.0 0.0 0.0
H -3.4055 -2.1832 -0.0428 0.0 0.0 0.0
H 1.3289 0.4224 4.1201 0.0 0.0 0.0
H -0.2369 -0.7792 2.8634 0.0 0.0 0.0
H -2.9749 5.4556 0.8429 0.0 0.0 0.0
H 2.6987 0.7572 0.6748 0.1 0.0 0.0
H -1.8124 -3.1021 1.6465 0.0 0.1 0.0
H 1.5917 4.2598 -0.3373 0.0 0.0 0.0
H 3.7958 -4.6336 -3.2784 0.0 0.0 0.0
H -3.7070 -1.0189 1.2820 0.0 0.0 0.0
H -2.1908 -1.3449 -2.5753 0.0 0.0 0.0
H 2.3537 -1.3549 2.6741 0.0 0.0 0.0
H -4.4288 1.4480 0.5784 0.0 0.0 0.0
H 2.9586 -0.8301 0.4698 0.0 -0.1 0.0
H -0.6409 -3.4484 2.7186 0.0 0.0 0.0
H 3.4525 0.0185 2.7716 0.0 0.0 0.0
H -0.7484 4.7255 0.1195 0.0 0.0 0.0
H 2.4514 -5.9423 -1.6675 0.0 0.0 0.0
H 3.6206 -2.1832 -3.3660 0.0 0.0 0.0
H -4.8106 3.8148 1.0822 0.0 0.0 0.0
H -0.6706 0.7558 2.5871 0.1 0.1 0.0
H 2.1292 -0.9597 -1.8371 0.0 0.0 0.0
H 2.7079 2.9615 0.0501 0.0 0.0 0.0
H 1.5004 1.5902 2.8105 0.0 0.0 0.0
H -2.9888 0.2413 -2.6806 0.0 0.0 0.0
H 1.6124 2.4730 -2.8278 0.0 0.0 0.0
H 0.2107 3.5489 -2.6173 0.0 0.0 0.0
H -1.2185 0.1219 -2.7875 0.0 0.0 0.0
H -4.4440 -0.7884 -0.3206 0.0 0.0 0.0
H 1.4520 3.4419 1.2260 0.0 0.0 0.0
H -0.0298 1.8733 -3.1484 0.0 0.0 0.0

Ordered E_tot results: -1597.81677; -1058.76731; -3408.38317; -613.39604; -706.75814; -6072.39383; unit a.u..